Below is a cluster of 2 separate species, C13H27O3S in total, with properties calculated with ωB97M-V/def2-TZVPD.

As for the total charge: -1. The calculation puts the total energy at -30893.781 eV.

Bonds (Å) are listed after each position.
Positions of all 44 atoms, in Å:
1 C -0.301 1.485 -1.132  C2 1.524, H11 1.114, H12 1.096, H13 1.094
2 C 0.568 0.855 -2.214  C1 1.524, C3 1.511, H14 1.103
3 C 1.727 0.158 -1.539  C2 1.511, C4 1.533, H15 1.118, H16 1.098
4 C 2.701 -0.562 -2.480  C3 1.533, C5 1.526, H17 1.100, H18 1.093
5 C 2.085 -1.397 -3.598  C4 1.526, C6 1.528, H19 1.089, H20 1.096
6 C 1.702 -2.839 -3.266  C5 1.528, C7 1.528, H21 1.094, H22 1.092
7 C 0.883 -3.054 -1.994  C6 1.528, O8 1.430, H23 1.090, H24 1.093
8 O 1.624 -3.752 -0.991  C7 1.430, C9 1.416
9 C 1.869 -3.007 0.188  O8 1.416, C10 1.518, H25 1.093, H26 1.094
10 C 2.609 -3.910 1.158  C9 1.518, H27 1.089, H28 1.088, H29 1.090
11 H -0.511 0.782 -0.294  C1 1.114
12 H 0.230 2.329 -0.678  C1 1.096
13 H -1.258 1.826 -1.536  C1 1.094
14 H -0.050 0.103 -2.731  C2 1.103
15 H 1.373 -0.531 -0.733  C3 1.118
16 H 2.315 0.917 -1.005  C3 1.098
17 H 3.410 -1.175 -1.905  C4 1.100
18 H 3.295 0.221 -2.958  C4 1.093
19 H 1.231 -0.860 -4.009  C5 1.089
20 H 2.818 -1.457 -4.411  C5 1.096
21 H 1.115 -3.218 -4.107  C6 1.094
22 H 2.593 -3.467 -3.195  C6 1.092
23 H 0.503 -2.106 -1.610  C7 1.090
24 H 0.020 -3.686 -2.219  C7 1.093
25 H 2.470 -2.125 -0.049  C9 1.093
26 H 0.922 -2.663 0.615  C9 1.094
27 H 3.685 -3.843 1.013  C10 1.089
28 H 2.290 -4.941 1.022  C10 1.088
29 H 2.396 -3.607 2.184  C10 1.090
30 C -3.181 3.694 3.840  C31 1.535, C36 1.523, H37 1.090, H38 1.092
31 C -3.982 3.656 2.531  C30 1.535, C32 1.532, H39 1.092, H40 1.089
32 C -3.091 3.003 1.469  C31 1.532, S33 1.802, H41 1.086, H42 1.088
33 S -1.978 1.890 2.347  C32 1.802, O34 1.434, O35 1.437, C36 1.800
34 O -0.639 2.389 2.235  S33 1.434
35 O -2.320 0.525 2.056  S33 1.437
36 C -2.575 2.304 3.994  C30 1.523, S33 1.800, H43 1.087, H44 1.090
37 H -3.809 3.953 4.693  C30 1.090
38 H -2.385 4.438 3.770  C30 1.092
39 H -4.884 3.059 2.677  C31 1.092
40 H -4.294 4.652 2.219  C31 1.089
41 H -3.647 2.416 0.743  C32 1.086
42 H -2.464 3.725 0.952  C32 1.088
43 H -1.736 2.256 4.683  C36 1.087
44 H -3.329 1.565 4.265  C36 1.090